{
  "formula": "C22H27N6O5PPdS2Te",
  "method": "ωB97M-V with the def2-TZVPD basis set",
  "mol_weight_da": 784.6,
  "gap_ev": [7.47, 6.76],
  "de_lowest_kj_mol": 0.0,
  "s2": 2.009,
  "homo_ev": [-7.39, -7.60],
  "multiplicity": 3,
  "species": ["Pd", "O", "S", "O", "N", "C", "C", "C", "C", "C", "C", "C", "C", "N", "C", "C", "C", "C", "C", "C", "C", "H", "H", "H", "H", "H", "H", "H", "H", "H", "H", "H", "C", "C", "N", "N", "C", "S", "N", "N", "H", "H", "H", "H", "H", "H", "C", "C", "O", "P", "O", "Te", "O", "C", "C", "H", "H", "H", "H", "H", "H", "H", "H", "H", "H"],
  "positions_angstrom": [[-0.360, -0.120, -0.307], [0.900, 4.217, 0.052], [1.071, 2.800, -0.181], [2.117, 2.377, -1.077], [-0.359, 2.092, -0.518], [-0.958, 2.473, -1.741], [-0.711, 3.621, -2.463], [-1.441, 3.931, -3.629], [-2.419, 3.109, -4.100], [-2.679, 1.901, -3.413], [-3.634, 0.965, -3.868], [-3.806, -0.211, -3.205], [-3.011, -0.475, -2.074], [-2.132, 0.375, -1.608], [-1.948, 1.578, -2.252], [1.403, 2.087, 1.396], [2.136, 0.913, 1.494], [2.390, 0.380, 2.752], [1.948, 1.040, 3.888], [1.248, 2.240, 3.779], [0.964, 2.767, 2.529], [0.042, 4.316, -2.122], [-1.214, 4.853, -4.152], [-2.984, 3.352, -4.993], [-4.211, 1.192, -4.758], [-4.523, -0.950, -3.535], [-3.102, -1.410, -1.541], [2.484, 0.423, 0.593], [2.927, -0.557, 2.835], [2.159, 0.629, 4.868], [0.942, 2.773, 4.671], [0.448, 3.713, 2.416], [-2.625, 1.291, 4.505], [-2.768, -0.010, 3.810], [-3.301, -1.077, 4.303], [-3.193, -1.992, 3.283], [-2.609, -1.538, 2.166], [-2.315, -2.317, 0.729], [-2.312, -0.246, 2.525], [-1.660, 0.641, 1.675], [-3.091, 1.218, 5.485], [-3.104, 2.092, 3.939], [-1.574, 1.546, 4.630], [-3.553, -2.923, 3.400], [-1.007, 1.215, 2.197], [-2.318, 1.220, 1.165], [1.377, -5.907, -1.652], [2.056, -4.563, -1.577], [1.367, -3.802, -0.571], [1.591, -2.234, -0.416], [0.868, -1.778, 0.814], [0.950, -1.081, -2.421], [3.152, -2.031, -0.170], [4.136, -1.792, -1.196], [4.618, -0.368, -1.091], [1.925, -6.559, -2.336], [0.352, -5.805, -2.012], [1.354, -6.376, -0.668], [1.997, -4.046, -2.538], [3.107, -4.659, -1.298], [3.712, -1.979, -2.182], [4.940, -2.507, -1.028], [3.825, 0.333, -1.362], [5.461, -0.215, -1.770], [4.952, -0.151, -0.075]],
  "forces_ev_per_angstrom": [[-1.3, 0.4, 0.3], [0.0, -0.1, -0.2], [-0.2, 0.1, 0.1], [0.0, 0.1, -0.1], [0.3, -0.1, -0.6], [0.0, -0.3, 0.4], [0.0, 0.2, 0.0], [0.1, 0.0, 0.1], [0.0, -0.1, 0.0], [-0.1, 0.0, -0.1], [0.0, 0.0, -0.1], [0.0, -0.1, 0.1], [-0.1, 0.0, 0.0], [0.3, 0.5, -0.2], [0.0, -0.3, 0.1], [0.1, 0.0, 0.2], [-0.1, 0.1, 0.0], [0.0, -0.1, 0.0], [0.0, 0.0, 0.0], [0.0, -0.1, 0.1], [0.1, 0.0, 0.0], [0.0, 0.0, 0.0], [0.0, 0.0, 0.0], [0.0, 0.0, 0.0], [0.0, 0.0, 0.0], [0.0, 0.0, 0.0], [0.0, 0.0, 0.0], [0.0, 0.1, 0.1], [0.0, 0.0, 0.0], [0.0, 0.0, 0.0], [0.0, 0.0, 0.0], [0.0, 0.0, 0.0], [0.0, 0.0, 0.0], [0.1, 0.0, -0.1], [0.1, -0.1, -0.4], [-0.3, -0.3, 0.3], [0.2, 0.1, 0.0], [-0.1, -0.1, 0.1], [0.0, 0.3, -0.1], [0.0, -0.2, 0.0], [0.0, 0.0, 0.0], [0.0, 0.0, 0.0], [0.1, 0.0, 0.0], [0.0, 0.0, 0.0], [0.1, 0.0, 0.0], [0.0, 0.1, 0.0], [0.0, -0.1, -0.1], [-0.2, 0.0, 0.1], [0.1, 0.0, 0.0], [0.3, -0.3, 0.0], [0.0, 0.3, -0.4], [0.1, -0.1, -0.1], [0.2, -0.2, 0.0], [0.0, 0.1, 0.1], [0.1, 0.1, -0.1], [0.0, 0.0, 0.0], [0.1, 0.0, 0.0], [0.0, 0.0, 0.0], [0.0, 0.1, 0.0], [0.0, 0.0, 0.1], [-0.1, 0.0, 0.0], [0.0, -0.1, 0.1], [0.0, 0.0, 0.0], [-0.1, 0.0, 0.0], [0.0, 0.0, 0.0]]
}

{
  "formula": "C38H41N6O2S2SbSn",
  "method": "ωB97M-V with the def2-TZVPD basis set",
  "mol_weight_da": 918.4,
  "gap_ev": [4.90, 4.43],
  "homo_ev": [-18.18, -18.17],
  "total_charge": 4,
  "multiplicity": 1,
  "species": ["Sn", "C", "C", "C", "C", "C", "C", "N", "Sb", "C", "C", "C", "C", "C", "C", "N", "C", "C", "C", "C", "C", "C", "N", "H", "H", "H", "H", "H", "H", "H", "H", "H", "H", "H", "H", "H", "H", "H", "H", "H", "H", "O", "S", "C", "C", "C", "C", "S", "O", "C", "C", "C", "C", "C", "C", "C", "C", "C", "C", "C", "C", "H", "H", "H", "H", "H", "H", "H", "H", "H", "H", "H", "H", "H", "H", "H", "H", "H", "H", "N", "C", "C", "N", "C", "C", "N", "H", "H", "H", "H", "H"],
  "positions_angstrom": [[0.080, 0.723, -0.314], [-0.093, 3.310, -3.002], [0.530, 4.063, -1.868], [0.583, 5.461, -1.870], [1.218, 6.129, -0.841], [1.852, 5.393, 0.161], [1.744, 4.022, 0.074], [1.093, 3.364, -0.870], [2.946, 2.759, 1.422], [1.595, 1.826, 2.881], [1.951, 1.810, 4.212], [1.022, 1.271, 5.099], [-0.182, 0.799, 4.609], [-0.451, 0.855, 3.242], [-1.759, 0.384, 2.680], [0.454, 1.372, 2.391], [3.682, 1.173, 0.094], [4.970, 0.699, 0.220], [5.399, -0.184, -0.769], [4.553, -0.491, -1.819], [3.264, 0.044, -1.855], [2.321, -0.216, -2.986], [2.843, 0.855, -0.871], [-0.979, 3.821, -3.379], [-0.349, 2.289, -2.716], [0.615, 3.259, -3.832], [0.146, 6.011, -2.694], [1.249, 7.211, -0.822], [2.405, 5.886, 0.949], [2.901, 2.194, 4.559], [1.240, 1.231, 6.158], [-0.925, 0.391, 5.281], [-2.231, -0.343, 3.336], [-1.623, -0.065, 1.692], [-2.441, 1.233, 2.583], [5.623, 0.995, 1.029], [6.396, -0.603, -0.725], [4.890, -1.131, -2.623], [2.632, -1.076, -3.575], [2.304, 0.652, -3.649], [1.304, -0.377, -2.616], [-1.492, -0.701, -1.183], [-2.183, -1.955, -1.751], [-1.193, -3.337, -1.099], [-1.152, -3.393, 0.421], [0.055, -4.212, 0.932], [0.940, -3.447, 1.901], [1.982, -2.100, 1.229], [1.055, -1.224, 0.372], [3.011, -3.010, 0.094], [4.119, -3.612, 0.683], [4.973, -4.372, -0.100], [4.715, -4.519, -1.458], [3.617, -3.894, -2.037], [2.764, -3.119, -1.265], [-3.664, -2.174, -0.768], [-4.420, -3.322, -0.976], [-5.590, -3.495, -0.254], [-6.009, -2.515, 0.639], [-5.248, -1.370, 0.832], [-4.070, -1.192, 0.120], [-0.203, -3.156, -1.517], [-1.592, -4.250, -1.544], [-2.079, -3.822, 0.797], [-1.089, -2.375, 0.810], [0.651, -4.597, 0.102], [-0.299, -5.087, 1.478], [1.674, -4.103, 2.376], [0.354, -2.964, 2.687], [4.303, -3.495, 1.746], [5.836, -4.847, 0.347], [5.382, -5.112, -2.070], [3.419, -4.024, -3.093], [1.926, -2.598, -1.711], [-4.115, -4.073, -1.696], [-6.178, -4.393, -0.392], [-6.944, -2.641, 1.168], [-5.577, -0.619, 1.539], [-3.448, -0.315, 0.263], [-5.791, 3.262, -1.490], [-4.621, 3.434, -0.917], [-3.553, 2.461, -1.021], [-2.422, 2.642, -0.384], [-2.261, 3.759, 0.333], [-3.281, 4.748, 0.384], [-4.416, 4.563, -0.217], [-6.019, 2.435, -2.034], [-6.496, 3.999, -1.423], [-3.664, 1.579, -1.647], [-1.331, 3.877, 0.877], [-3.151, 5.672, 0.938]],
  "forces_ev_per_angstrom": [[0.7, -0.8, 0.1], [0.0, 0.1, 0.0], [0.0, 0.1, 0.1], [0.0, 0.0, 0.0], [0.0, 0.0, 0.0], [0.0, 0.1, 0.0], [0.5, -0.2, 0.5], [-0.1, 0.0, -0.1], [-0.6, -0.5, -0.5], [0.5, 0.4, -0.2], [-0.1, 0.0, 0.0], [0.0, 0.0, 0.0], [0.0, 0.0, 0.0], [0.1, 0.0, 0.1], [0.1, 0.2, 0.0], [-0.2, -0.1, -0.3], [0.0, 0.5, 0.5], [0.0, 0.0, 0.0], [0.0, 0.0, 0.0], [0.0, 0.1, 0.0], [0.1, 0.0, 0.1], [0.1, 0.1, 0.0], [-0.4, -0.1, -0.2], [0.0, 0.0, 0.0], [0.0, 0.0, 0.0], [0.0, 0.0, 0.0], [0.0, 0.0, 0.0], [0.0, 0.0, 0.0], [0.0, 0.0, 0.0], [0.0, 0.0, 0.0], [0.0, 0.0, 0.0], [0.0, 0.0, 0.0], [0.0, -0.1, -0.1], [-0.1, -0.1, 0.1], [0.0, 0.0, 0.0], [0.0, 0.0, 0.0], [0.0, 0.0, 0.0], [0.0, 0.0, 0.0], [-0.1, 0.0, 0.0], [0.0, 0.0, 0.0], [0.0, -0.1, -0.1], [0.1, 0.5, 0.2], [0.0, -0.5, 0.2], [-0.1, 0.2, 0.1], [0.1, 0.0, 0.1], [-0.1, 0.1, -0.1], [0.1, 0.3, -0.1], [0.1, -0.4, 0.1], [-0.6, 0.4, -0.4], [0.1, 0.0, 0.3], [-0.1, 0.0, 0.1], [0.0, 0.0, -0.1], [0.0, 0.1, 0.0], [0.0, 0.0, 0.0], [-0.2, 0.0, 0.1], [0.0, 0.1, -0.2], [0.1, 0.0, -0.1], [0.0, 0.1, 0.0], [-0.1, 0.0, 0.0], [-0.1, -0.1, 0.0], [0.2, 0.1, 0.0], [0.0, 0.0, -0.1], [0.0, 0.0, -0.1], [0.0, 0.0, 0.0], [0.0, 0.0, 0.0], [0.0, 0.0, 0.0], [0.0, 0.0, 0.0], [0.0, 0.0, 0.1], [0.0, 0.0, 0.1], [0.1, 0.0, 0.0], [0.0, 0.0, 0.0], [0.0, 0.0, 0.0], [0.0, 0.0, 0.0], [0.0, -0.1, 0.0], [0.0, 0.0, 0.0], [0.0, 0.0, 0.0], [0.0, 0.0, 0.1], [0.0, 0.0, 0.0], [-0.1, 0.0, 0.0], [0.0, 0.1, -0.1], [0.6, -0.4, 0.0], [-0.4, -0.1, -0.3], [0.4, 0.0, 0.2], [-0.1, -0.2, -0.2], [-0.2, 0.0, -0.1], [-0.6, 0.8, 0.2], [0.0, 0.1, 0.0], [0.1, -0.1, 0.1], [0.0, 0.0, 0.1], [0.0, 0.0, 0.0], [0.0, 0.0, 0.0]]
}

{
  "formula": "C33H63N8O6P",
  "method": "ωB97M-V with the def2-TZVPD basis set",
  "mol_weight_da": 698.9,
  "smiles": "CC(=O)NCCCCO[P@](=O)(O)OC[C@H](O)CN.CCCC#N.CCCC#N.CCCC#N.CCCC#N.CCCC#N.CCCC#N",
  "gap_ev": 9.47,
  "homo_ev": -8.99,
  "multiplicity": 1,
  "species": ["C", "C", "O", "N", "C", "C", "C", "C", "O", "P", "O", "O", "O", "C", "C", "O", "C", "N", "H", "H", "H", "H", "H", "H", "H", "H", "H", "H", "H", "H", "H", "H", "H", "H", "H", "H", "H", "H", "H", "C", "C", "C", "C", "N", "H", "H", "H", "H", "H", "H", "H", "C", "C", "C", "C", "N", "H", "H", "H", "H", "H", "H", "H", "C", "C", "C", "C", "N", "H", "H", "H", "H", "H", "H", "H", "C", "C", "C", "C", "N", "H", "H", "H", "H", "H", "H", "H", "C", "C", "C", "C", "N", "H", "H", "H", "H", "H", "H", "H", "C", "C", "C", "C", "N", "H", "H", "H", "H", "H", "H", "H"],
  "positions_angstrom": [[10.317, -1.018, -0.142], [10.410, 0.258, 0.646], [11.456, 0.573, 1.115], [9.323, 1.089, 0.782], [8.006, 0.428, 0.931], [7.081, 0.829, -0.250], [5.823, 1.610, 0.207], [4.644, 0.663, 0.073], [3.413, 1.240, 0.605], [2.347, 0.051, 0.884], [2.553, -0.481, 2.219], [2.556, -1.107, -0.225], [0.891, 0.634, 0.629], [-0.099, -0.327, 1.131], [-1.385, -0.247, 0.326], [-2.156, 0.824, 0.819], [-2.171, -1.564, 0.487], [-3.236, -1.700, -0.513], [9.623, -0.932, -0.980], [9.925, -1.796, 0.507], [11.308, -1.303, -0.443], [9.513, 1.741, 1.526], [7.570, 0.790, 1.858], [8.079, -0.647, 1.030], [6.734, -0.104, -0.693], [7.650, 1.384, -0.976], [5.968, 1.939, 1.230], [5.666, 2.444, -0.470], [4.528, 0.426, -0.979], [4.878, -0.217, 0.664], [2.575, -0.666, -1.086], [0.300, -1.337, 1.145], [-0.277, -0.067, 2.167], [-1.181, -0.130, -0.735], [-2.449, 0.547, 1.694], [-2.621, -1.616, 1.476], [-1.496, -2.418, 0.415], [-2.796, -1.540, -1.411], [-3.877, -0.935, -0.318], [-6.659, -3.796, 1.022], [-7.877, -2.997, 0.568], [-7.531, -1.925, -0.468], [-6.576, -0.964, 0.097], [-5.827, -0.231, 0.535], [-5.923, -3.159, 1.515], [-6.954, -4.566, 1.736], [-6.173, -4.286, 0.177], [-8.344, -2.528, 1.437], [-8.613, -3.678, 0.137], [-8.431, -1.391, -0.771], [-7.089, -2.380, -1.355], [-12.182, -4.093, 1.918], [-12.066, -2.831, 2.767], [-12.403, -1.555, 1.988], [-11.486, -1.385, 0.855], [-10.768, -1.253, -0.014], [-11.476, -4.081, 1.086], [-11.963, -4.976, 2.518], [-13.189, -4.201, 1.512], [-11.052, -2.759, 3.166], [-12.741, -2.909, 3.621], [-12.320, -0.682, 2.636], [-13.424, -1.596, 1.607], [4.948, 5.914, 1.513], [3.565, 5.359, 1.191], [3.524, 4.598, -0.138], [3.892, 5.484, -1.251], [4.175, 6.175, -2.107], [5.270, 6.642, 0.766], [4.941, 6.420, 2.478], [5.692, 5.115, 1.555], [2.846, 6.180, 1.166], [3.254, 4.683, 1.990], [2.523, 4.207, -0.317], [4.213, 3.758, -0.115], [1.480, 1.711, 4.681], [0.804, 3.004, 5.129], [-0.669, 2.810, 5.505], [-1.433, 2.313, 4.355], [-1.998, 1.922, 3.451], [1.018, 1.306, 3.780], [2.531, 1.888, 4.451], [1.430, 0.950, 5.462], [0.882, 3.745, 4.330], [1.336, 3.408, 5.993], [-1.106, 3.755, 5.830], [-0.765, 2.096, 6.323], [10.948, 0.490, -5.644], [11.489, 0.636, -4.226], [11.369, -0.653, -3.405], [9.961, -1.054, -3.277], [8.868, -1.356, -3.209], [9.882, 0.260, -5.643], [11.081, 1.418, -6.199], [11.469, -0.304, -6.183], [10.956, 1.443, -3.719], [12.541, 0.925, -4.270], [11.780, -0.502, -2.409], [11.922, -1.464, -3.881], [-9.981, -1.807, -4.588], [-8.531, -1.655, -4.143], [-7.532, -2.219, -5.158], [-7.757, -3.656, -5.363], [-7.932, -4.768, -5.511], [-10.258, -2.857, -4.695], [-10.652, -1.367, -3.850], [-10.153, -1.307, -5.543], [-8.400, -2.154, -3.183], [-8.316, -0.596, -3.985], [-6.510, -2.075, -4.805], [-7.631, -1.709, -6.117]],
  "forces_ev_per_angstrom": [[-1.2, 0.1, 0.1], [-0.5, -0.3, -0.7], [2.3, 0.8, 1.0], [-0.9, -1.3, 0.5], [-0.2, 1.3, -0.8], [-0.6, -0.6, 1.0], [0.2, -0.4, -0.8], [0.5, 0.8, 0.9], [-0.8, -0.8, -1.2], [0.3, 0.3, 0.9], [0.0, -0.6, 0.6], [0.0, 1.1, 0.0], [0.7, -0.2, -0.3], [-0.1, 0.2, -0.1], [-0.1, -0.7, 1.4], [-0.1, 0.1, -1.0], [0.1, -0.1, -0.6], [0.3, 0.1, 0.6], [0.2, -0.1, 0.2], [0.0, -0.2, 0.1], [0.3, -0.1, -0.1], [0.1, 0.3, 0.0], [-0.1, 0.0, 0.2], [0.3, -0.1, -0.1], [0.1, 0.0, -0.5], [0.2, 0.1, -0.3], [-0.3, 0.3, 0.1], [0.0, 0.3, 0.2], [-0.1, -0.2, -0.1], [-0.1, -0.4, -0.1], [-0.1, -0.4, -0.3], [0.3, -0.1, -0.3], [-0.2, 0.1, 0.2], [0.1, 0.4, -0.1], [-0.1, 0.5, 0.2], [-0.1, 0.1, 0.2], [0.1, -0.1, -0.1], [-0.3, 0.1, -0.2], [-0.1, 0.0, -0.4], [-0.1, 0.0, 0.0], [0.1, -0.3, 0.1], [0.0, 0.0, 0.3], [-1.1, -1.0, -0.9], [1.0, 1.1, 0.7], [0.0, 0.0, -0.1], [0.0, 0.0, 0.0], [0.0, 0.0, 0.0], [-0.1, 0.1, -0.1], [-0.1, 0.1, -0.1], [0.0, 0.1, 0.0], [0.1, 0.0, 0.0], [0.0, 0.0, 0.0], [0.0, -0.3, 0.0], [0.2, -0.2, 0.0], [-1.2, 0.0, 1.3], [1.0, 0.1, -1.3], [0.0, 0.0, 0.0], [0.0, 0.0, 0.0], [0.0, 0.0, 0.0], [0.0, 0.1, 0.0], [0.0, 0.1, 0.0], [0.0, 0.1, -0.1], [0.0, 0.0, 0.0], [0.0, 0.0, 0.0], [0.2, 0.1, 0.2], [-0.1, 0.4, 0.0], [-0.5, -1.2, 1.2], [0.4, 1.0, -1.2], [0.0, 0.0, 0.0], [0.0, 0.0, 0.0], [0.0, 0.0, 0.0], [-0.1, -0.1, 0.0], [-0.1, -0.1, -0.1], [0.0, -0.1, -0.1], [-0.1, 0.0, 0.0], [0.0, 0.1, 0.0], [0.3, -0.2, 0.0], [0.1, 0.1, -0.2], [0.8, 0.6, 1.4], [-0.8, -0.6, -1.1], [0.0, 0.0, 0.0], [0.0, -0.1, 0.0], [0.0, 0.0, 0.0], [-0.1, 0.1, 0.0], [-0.1, 0.1, 0.0], [-0.1, 0.0, 0.0], [0.0, 0.0, 0.0], [0.0, 0.0, 0.0], [0.0, 0.1, -0.3], [-0.2, 0.2, -0.1], [1.8, 0.3, -0.4], [-1.6, -0.4, 0.1], [0.0, 0.0, 0.0], [0.0, 0.0, 0.0], [0.0, 0.0, 0.0], [0.0, 0.0, 0.1], [0.0, 0.0, 0.1], [0.0, -0.1, 0.0], [0.0, 0.0, 0.0], [0.0, 0.0, 0.0], [-0.3, 0.1, 0.0], [-0.2, -0.1, 0.2], [0.4, 1.7, 0.1], [-0.3, -1.6, -0.2], [0.0, 0.0, 0.0], [0.0, 0.0, 0.0], [0.0, 0.0, 0.0], [0.1, 0.0, 0.0], [0.1, 0.0, 0.0], [0.0, 0.0, -0.1], [0.0, 0.0, 0.0]]
}